--- P ---
Formula: C4H10S2
Source: the OMol25 dataset
Level of theory: ωB97M-V with the def2-TZVPD basis set

Cartesian coordinates (Å):
C1 1.64 0.48 1.00
C2 1.24 1.33 -1.29
C3 -0.35 -0.85 -2.33
C4 0.92 0.46 -0.07
S1 -4.15 -0.51 0.34
S2 -0.31 -0.77 -0.50
H1 2.24 1.33 1.21
H2 -3.92 -1.74 0.68
H3 1.62 -0.33 1.71
H4 1.67 2.22 -0.89
H5 0.35 1.37 -1.81
H6 1.94 0.70 -1.79
H7 0.44 -0.23 -2.76
H8 -1.26 -0.41 -2.60
H9 -0.39 -1.96 -2.53
H10 -4.29 -0.28 1.65

Results
**Total charge**: 0
**Frontier orbital gap**: 8.95 eV
**LUMO level**: 0.812 eV
**2S+1**: 1

Mulliken atomic charge list, values in e, 4 entries: atom 1 (C): -0.86, atom 2 (C): -1.59, atom 3 (C): -0.87, atom 4 (C): 0.76


--- Q ---
Formula: C4H10S2
Source: the OMol25 dataset
Level of theory: ωB97M-V with the def2-TZVPD basis set

Cartesian coordinates (Å):
C1 -1.60 1.36 -0.17
C2 -0.38 0.81 0.54
C3 0.05 -0.47 -0.23
C4 1.46 -1.08 0.21
H1 -2.11 1.96 0.54
H2 -2.38 0.52 -0.51
H3 -1.32 2.03 -1.04
H4 0.35 1.64 0.76
H5 -0.72 0.64 1.60
H6 0.04 -0.42 -1.29
H7 -1.24 -2.23 -1.10
H8 1.74 -2.02 -0.25
H9 1.44 -1.46 1.27
H10 2.59 0.95 -0.45
S1 -0.96 -2.00 0.14
S2 3.04 -0.23 -0.01

Results
**Total charge**: 0
**Frontier orbital gap**: 9.63 eV
**LUMO level**: 0.813 eV
**2S+1**: 1

Mulliken atomic charge list, values in e, 4 entries: atom 1 (C): -1.11, atom 2 (C): -0.19, atom 3 (C): -0.35, atom 4 (C): -0.93


Tell me which of them is the least stable. Sure, it is P.


--- P ---
Formula: C20H60O20
Source: the OMol25 dataset
Level of theory: ωB97M-V with the def2-TZVPD basis set

Cartesian coordinates (Å):
C1 2.14 -1.21 -5.61
C2 2.14 -0.11 -4.55
O1 3.35 -0.09 -3.73
O2 3.06 -0.89 -6.69
H1 1.17 -1.09 -6.09
H2 2.29 -2.24 -5.30
H3 1.47 -0.29 -3.71
H4 1.86 0.92 -4.79
H5 4.14 -0.14 -4.26
H6 3.29 -1.70 -7.17
C3 3.82 0.02 2.32
C4 3.83 1.04 3.50
O3 5.04 0.97 4.14
O4 4.43 0.59 1.16
H7 2.74 -0.11 2.20
H8 4.31 -0.94 2.52
H9 3.09 0.81 4.27
H10 3.51 2.05 3.22
H11 5.70 0.85 3.46
H12 4.01 0.11 0.44
C5 -0.20 3.56 -2.33
C6 -1.35 2.61 -2.42
O5 -2.57 3.31 -2.67
O6 0.08 4.07 -3.61
H13 0.78 3.23 -2.00
H14 -0.43 4.36 -1.62
H15 -1.52 1.89 -1.62
H16 -1.24 1.91 -3.25
H17 -3.18 2.56 -2.69
H18 -0.62 4.69 -3.84
C7 -0.95 0.44 5.61
C8 -0.82 1.04 4.18
O7 -0.67 2.54 4.23
O8 -2.32 0.19 6.00
H19 -0.51 1.06 6.39
H20 -0.56 -0.58 5.54
H21 -1.72 0.81 3.61
H22 0.04 0.54 3.72
H23 -1.40 2.96 4.68
H24 -2.45 0.03 6.94
C9 -3.86 3.05 1.33
C10 -5.09 3.03 2.20
O9 -4.81 3.11 3.59
O10 -3.31 1.82 1.20
H25 -3.09 3.66 1.81
H26 -4.05 3.55 0.38
H27 -5.75 2.16 2.15
H28 -5.52 4.03 2.21
H29 -5.61 3.00 4.12
H30 -2.35 1.89 1.22
C11 -1.88 -5.06 1.43
C12 -1.90 -5.34 -0.05
O11 -1.04 -4.50 -0.78
O12 -2.44 -3.74 1.65
H31 -0.89 -5.23 1.84
H32 -2.53 -5.78 1.92
H33 -2.96 -5.11 -0.17
H34 -1.82 -6.40 -0.31
H35 -1.23 -3.59 -0.56
H36 -2.06 -3.34 2.44
C13 0.13 5.27 2.67
C14 0.22 4.30 1.52
O13 -0.42 3.10 1.73
O14 1.08 4.77 3.69
H37 -0.83 5.33 3.18
H38 0.33 6.33 2.46
H39 1.25 4.22 1.17
H40 -0.32 4.83 0.74
H41 -0.37 2.91 2.67
H42 0.69 3.99 4.10
C15 -1.77 -1.81 -4.07
C16 -2.24 -2.65 -5.38
O15 -3.05 -2.03 -6.27
O16 -0.98 -0.77 -4.46
H43 -1.17 -2.31 -3.31
H44 -2.74 -1.51 -3.68
H45 -2.54 -3.70 -5.26
H46 -1.37 -2.81 -6.02
H47 -2.75 -1.11 -6.32
H48 -1.49 -0.03 -4.81
C17 2.30 -4.47 -0.38
C18 3.66 -3.64 -0.32
O17 3.75 -3.32 1.06
O18 2.25 -5.58 0.41
H49 1.95 -4.91 -1.31
H50 1.44 -3.84 -0.12
H51 3.49 -2.82 -1.01
H52 4.33 -4.46 -0.58
H53 4.03 -4.11 1.53
H54 2.97 -6.18 0.23
C19 0.15 -0.28 0.62
C20 0.55 -0.08 -0.90
O19 1.90 -0.50 -1.00
O20 0.36 -1.68 1.09
H55 -0.87 0.06 0.77
H56 0.67 0.49 1.19
H57 0.46 0.96 -1.21
H58 -0.14 -0.64 -1.54
H59 2.23 -0.41 -1.90
H60 1.29 -1.88 1.21

Results
**Total charge**: 0
**Frontier orbital gap**: 9.80 eV
**LUMO level**: 0.150 eV
**2S+1**: 1

Mulliken atomic charge list, values in e, 4 entries: atom 1 (C): -0.30, atom 2 (C): 0.37, atom 3 (O): -0.52, atom 4 (O): -0.55


--- Q ---
Formula: C20H60O20
Source: the OMol25 dataset
Level of theory: ωB97M-V with the def2-TZVPD basis set

Cartesian coordinates (Å):
C1 -0.10 -0.23 0.55
C2 -0.18 0.61 1.88
O1 -1.28 0.21 2.66
O2 -1.30 0.16 -0.25
H1 -0.06 -1.34 0.62
H2 0.84 0.04 -0.06
H3 -0.33 1.68 1.61
H4 0.78 0.49 2.46
H5 -1.82 0.97 2.89
H6 -0.91 0.30 -1.15
C3 2.04 -3.15 -0.60
C4 0.98 -4.03 -0.11
O3 1.20 -4.48 1.26
O4 3.33 -3.80 -0.76
H7 2.16 -2.28 0.09
H8 1.80 -2.61 -1.55
H9 0.83 -4.94 -0.80
H10 0.00 -3.56 -0.08
H11 0.45 -4.91 1.60
H12 3.37 -4.20 -1.63
C5 -1.41 -3.00 -4.56
C6 0.00 -3.08 -4.96
O5 0.94 -3.13 -3.81
O6 -1.48 -1.69 -3.85
H13 -1.75 -3.82 -3.92
H14 -1.97 -2.94 -5.46
H15 0.33 -2.19 -5.49
H16 0.19 -3.95 -5.53
H17 0.68 -2.36 -3.27
H18 -2.30 -1.76 -3.34
C7 -4.10 2.37 2.63
C8 -4.42 1.55 1.39
O7 -4.19 2.32 0.24
O8 -2.71 2.60 2.84
H19 -4.46 1.89 3.57
H20 -4.54 3.38 2.49
H21 -5.48 1.39 1.45
H22 -4.04 0.53 1.31
H23 -3.36 2.01 -0.18
H24 -2.29 3.16 2.18
C9 1.00 5.17 -1.59
C10 2.52 4.68 -1.60
O9 2.75 4.09 -0.39
O10 0.24 4.09 -1.06
H25 0.70 5.42 -2.61
H26 0.79 5.97 -0.91
H27 3.15 5.49 -1.80
H28 2.57 3.92 -2.37
H29 2.10 4.44 0.28
H30 0.45 3.25 -1.51
C11 2.23 0.04 -3.48
C12 0.89 0.75 -3.71
O11 0.42 1.16 -2.44
O12 3.11 0.86 -2.65
H31 2.83 -0.32 -4.26
H32 2.06 -0.80 -2.88
H33 0.12 0.05 -4.12
H34 1.06 1.67 -4.36
H35 1.29 1.21 -1.91
H36 3.41 0.32 -1.87
C13 0.00 -4.05 4.45
C14 -1.37 -3.70 3.96
O13 -1.48 -4.18 2.64
O14 0.91 -3.19 3.76
H37 0.30 -5.09 4.34
H38 0.14 -3.82 5.55
H39 -1.53 -2.64 4.02
H40 -2.11 -4.25 4.57
H41 -2.37 -3.93 2.30
H42 1.26 -3.62 3.01
C15 -0.32 5.32 2.25
C16 0.82 4.84 2.96
O15 1.81 4.20 2.13
O16 -0.96 4.21 1.52
H43 -0.07 6.14 1.56
H44 -1.05 5.77 2.90
H45 0.56 4.15 3.74
H46 1.36 5.77 3.34
H47 1.73 3.20 2.23
H48 -0.72 4.23 0.56
C17 3.85 1.38 0.50
C18 4.09 -0.06 0.71
O17 4.00 -0.76 -0.55
O18 2.59 1.57 -0.05
H49 4.64 1.76 -0.18
H50 3.96 1.95 1.45
H51 3.38 -0.46 1.42
H52 5.05 -0.29 1.14
H53 4.11 -1.70 -0.35
H54 2.66 2.56 -0.24
C19 -4.14 -2.75 0.18
C20 -3.19 -2.92 -0.96
O19 -3.05 -1.60 -1.44
O20 -3.42 -2.34 1.34
H55 -4.70 -3.60 0.57
H56 -4.88 -2.02 -0.10
H57 -3.65 -3.55 -1.72
H58 -2.24 -3.44 -0.70
H59 -2.31 -1.11 -0.98
H60 -2.75 -1.67 1.07

Results
**Total charge**: 0
**Frontier orbital gap**: 10.21 eV
**LUMO level**: 0.624 eV
**2S+1**: 1

Mulliken atomic charge list, values in e, 4 entries: atom 1 (C): 1.94, atom 2 (C): 0.14, atom 3 (O): -0.51, atom 4 (O): -0.65


Tell me which of them is the least stable. Sure, it is P.


--- P ---
Formula: C5H9N2S
Source: the OMol25 dataset
Level of theory: ωB97M-V with the def2-TZVPD basis set

Cartesian coordinates (Å):
C1 1.67 0.87 0.45
C2 -2.05 -1.15 0.67
C3 -0.75 0.92 0.21
C4 2.93 0.45 -0.11
C5 -2.01 -1.92 -0.65
N1 0.50 0.80 -0.07
N2 -1.58 -0.03 0.90
S1 -1.64 2.32 -0.42
H1 1.74 1.39 1.51
H2 -2.41 -1.77 1.53
H3 2.86 -0.01 -1.09
H4 3.63 1.35 -0.23
H5 3.41 -0.19 0.67
H6 -2.90 -1.97 -1.26
H7 -1.56 -2.95 -0.40
H8 -1.27 -1.37 -1.36
H9 -0.56 3.27 -0.36

Results
**Total charge**: +1
**Frontier orbital gap**: 9.86 eV
**LUMO level**: -4.290 eV
**2S+1**: 1

Mulliken atomic charge list, values in e, 4 entries: atom 1 (C): 0.30, atom 2 (C): 0.17, atom 3 (C): 0.36, atom 4 (C): -1.03


--- Q ---
Formula: C5H9N2S
Source: the OMol25 dataset
Level of theory: ωB97M-V with the def2-TZVPD basis set

Cartesian coordinates (Å):
C1 -1.45 0.19 -0.25
C2 -1.39 1.24 0.60
C3 0.67 0.39 1.42
C4 0.84 -0.23 0.08
C5 -0.15 -1.19 -1.79
N1 -0.26 -0.45 -0.60
N2 -0.22 1.44 1.32
S1 2.33 -0.89 -0.46
H1 -2.18 0.05 -0.94
H2 -2.14 2.03 0.53
H3 0.62 -0.48 2.13
H4 1.63 0.76 1.92
H5 -1.11 -0.99 -2.37
H6 0.77 -1.00 -2.31
H7 -0.14 -2.37 -1.54
H8 0.11 2.29 1.78
H9 2.96 -0.57 0.74

Results
**Total charge**: +1
**Frontier orbital gap (spin up / spin down)**: 8.38 / 8.38 eV
**LUMO level (spin up / spin down)**: -4.181 / -4.180 eV
**2S+1**: 1

Mulliken atomic charge list, values in e, 4 entries: atom 1 (C): -0.39, atom 2 (C): -0.18, atom 3 (C): -0.79, atom 4 (C): 0.49


Tell me which of them is the least stable. Sure, it is P.


--- P ---
Formula: C20H28N4O3
Source: the OMol25 dataset
Level of theory: ωB97M-V with the def2-TZVPD basis set

Cartesian coordinates (Å):
C1 -0.70 -4.11 -1.49
H1 -1.15 -5.10 -1.46
H2 0.36 -4.22 -1.65
H3 -1.14 -3.55 -2.32
C2 -0.95 -3.40 -0.15
C3 -0.45 -1.99 -0.22
N1 -1.31 -1.04 -0.55
C4 -2.72 -1.17 -0.83
C5 -3.29 0.21 -1.14
H4 -4.30 0.11 -1.52
H5 -2.68 0.67 -1.92
C6 -3.31 1.14 0.11
N2 -4.58 1.38 0.74
C7 -5.17 0.30 1.50
C8 -6.04 -0.72 0.73
H6 -5.47 -1.25 -0.02
H7 -6.44 -1.44 1.44
H8 -6.87 -0.22 0.25
H9 -5.80 0.75 2.27
H10 -4.36 -0.23 2.00
C9 -5.52 2.19 -0.01
C10 -5.06 3.64 -0.13
H11 -5.87 4.26 -0.50
H12 -4.75 4.01 0.84
H13 -4.22 3.74 -0.82
H14 -6.46 2.18 0.55
H15 -5.73 1.80 -1.01
H16 -2.64 0.73 0.87
H17 -2.90 2.11 -0.17
H18 -3.23 -1.60 0.03
H19 -2.87 -1.83 -1.69
H20 -0.89 -0.10 -0.61
C11 0.90 -1.66 0.01
C12 1.33 -0.28 -0.12
O1 0.59 0.66 -0.43
N3 2.66 0.02 0.14
C13 3.61 -0.90 0.55
O2 4.76 -0.60 0.77
N4 3.14 -2.18 0.66
C14 1.87 -2.66 0.40
O3 1.69 -3.86 0.53
H21 3.82 -2.87 0.95
C15 3.09 1.37 -0.03
C16 3.54 2.09 1.07
C17 3.97 3.39 0.91
C18 3.93 3.98 -0.34
C19 3.47 3.27 -1.44
C20 3.06 1.96 -1.28
H22 2.70 1.39 -2.13
H23 3.45 3.73 -2.41
H24 4.26 5.00 -0.47
H25 4.33 3.95 1.76
H26 3.57 1.62 2.04
H27 -2.01 -3.40 0.08
H28 -0.41 -3.94 0.62

Results
**Total charge**: 0
**Frontier orbital gap**: 8.86 eV
**LUMO level**: 0.540 eV
**2S+1**: 1

Mulliken atomic charge list, values in e, 4 entries: atom 1 (C): -1.13, atom 2 (H): 0.36, atom 3 (H): 0.34, atom 4 (H): 0.32


--- Q ---
Formula: C20H28N4O3
Source: the OMol25 dataset
Level of theory: ωB97M-V with the def2-TZVPD basis set

Cartesian coordinates (Å):
C1 -4.00 -2.48 -1.74
C2 -4.83 -1.81 -0.65
H1 -5.79 -1.50 -1.06
H2 -4.98 -2.48 0.19
O1 -4.16 -0.67 -0.11
C3 -4.27 0.47 -0.79
O2 -4.92 0.60 -1.81
C4 -3.56 1.59 -0.17
C5 -2.75 1.75 0.95
C6 -2.44 3.12 0.94
N1 -3.01 3.75 -0.07
N2 -3.68 2.82 -0.73
H3 -4.22 3.05 -1.56
H4 -1.84 3.66 1.64
C7 -2.21 0.71 1.88
N3 -0.90 0.20 1.50
C8 0.16 1.19 1.55
C9 1.51 0.47 1.39
N4 1.60 -0.33 0.19
C10 1.92 0.45 -1.00
C11 3.34 0.95 -0.90
C12 3.63 2.31 -0.94
C13 4.94 2.75 -0.84
C14 5.97 1.83 -0.69
C15 5.68 0.48 -0.64
C16 4.38 0.04 -0.75
H5 4.14 -1.02 -0.72
H6 6.48 -0.24 -0.53
H7 6.99 2.17 -0.60
H8 5.16 3.80 -0.87
H9 2.83 3.02 -1.05
H10 1.85 -0.23 -1.86
H11 1.24 1.29 -1.17
C17 0.46 -1.22 0.04
C18 -0.88 -0.48 0.22
H12 -1.03 0.22 -0.62
H13 -1.70 -1.20 0.21
C19 0.57 -2.39 1.03
H14 -0.27 -3.07 0.85
H15 0.48 -2.02 2.05
C20 1.89 -3.14 0.86
O3 2.00 -3.78 -0.39
H16 1.26 -4.39 -0.50
H17 2.00 -3.88 1.67
H18 2.71 -2.44 0.90
H19 0.50 -1.63 -0.97
H20 1.66 -0.19 2.25
H21 2.32 1.20 1.38
H22 0.05 1.95 0.76
H23 0.13 1.69 2.52
H24 -2.11 1.13 2.88
H25 -2.89 -0.14 1.91
H26 -3.02 -2.76 -1.35
H27 -4.51 -3.37 -2.09
H28 -3.86 -1.80 -2.58

Results
**Total charge**: 0
**Frontier orbital gap**: 8.66 eV
**LUMO level**: 0.561 eV
**2S+1**: 1

Mulliken atomic charge list, values in e, 4 entries: atom 1 (C): -1.00, atom 2 (C): -0.38, atom 3 (H): 0.39, atom 4 (H): 0.33


Tell me which of them is the least stable. Sure, it is Q.


--- P ---
Formula: C5H10N5
Source: the OMol25 dataset
Level of theory: ωB97M-V with the def2-TZVPD basis set

Cartesian coordinates (Å):
C1 -3.08 0.02 -0.76
C2 -1.07 0.43 -0.59
C3 0.61 0.45 -0.17
C4 0.28 -1.66 0.79
C5 2.56 -0.55 0.91
N1 -1.95 -0.50 -0.30
N2 -1.54 1.48 -1.24
N3 -2.81 1.21 -1.31
N4 1.17 -0.55 0.49
N5 1.33 1.55 -0.41
H1 -4.09 -0.31 -0.78
H2 0.05 -1.75 1.86
H3 -0.67 -1.67 0.38
H4 0.70 -2.63 0.81
H5 3.31 -0.49 0.23
H6 2.64 0.40 1.62
H7 2.78 -1.44 1.33
H8 -3.31 2.02 -1.67
H9 0.79 2.34 -0.65
H10 2.32 1.63 -0.53

Results
**Total charge**: +1
**Frontier orbital gap**: 10.75 eV
**LUMO level**: -3.334 eV
**2S+1**: 1

Mulliken atomic charge list, values in e, 4 entries: atom 1 (C): -0.21, atom 2 (C): 0.38, atom 3 (C): 0.54, atom 4 (C): -1.11


--- Q ---
Formula: C5H10N5
Source: the OMol25 dataset
Level of theory: ωB97M-V with the def2-TZVPD basis set

Cartesian coordinates (Å):
C1 -1.67 0.79 0.10
C2 1.40 -0.69 -0.23
C3 -0.19 1.08 1.36
C4 -2.74 0.55 -0.86
C5 2.41 -1.29 -1.16
N1 -1.64 0.94 1.43
N2 0.59 0.25 -0.81
N3 0.83 0.64 1.95
N4 -0.32 0.96 -0.06
N5 1.23 -1.01 1.00
H1 -2.56 1.10 -1.78
H2 -3.70 0.85 -0.44
H3 -2.79 -0.51 -1.11
H4 3.06 -1.97 -0.62
H5 3.02 -0.50 -1.60
H6 1.91 -1.83 -1.96
H7 -2.35 1.23 2.09
H8 0.90 0.68 -1.67
H9 0.77 0.43 2.94
H10 1.86 -1.69 1.40

Results
**Total charge**: +1
**Frontier orbital gap (spin up / spin down)**: 7.95 / 7.95 eV
**LUMO level (spin up / spin down)**: -4.041 / -4.040 eV
**2S+1**: 1

Mulliken atomic charge list, values in e, 4 entries: atom 1 (C): 0.61, atom 2 (C): 0.74, atom 3 (C): 0.16, atom 4 (C): -1.13


Tell me which of them is the least stable. Sure, it is Q.


--- P ---
Formula: C8H9ClN3O
Source: the OMol25 dataset
Level of theory: ωB97M-V with the def2-TZVPD basis set

Cartesian coordinates (Å):
C1 -1.55 1.64 0.16
C2 1.11 0.16 -1.15
C3 -2.09 0.48 0.05
C4 -0.22 -1.01 0.55
C5 1.62 1.43 -0.63
C6 -0.44 2.34 0.76
C7 0.54 -1.92 1.44
C8 -0.09 -1.84 -1.58
N1 -1.40 -0.60 0.82
N2 0.36 -0.75 -0.73
N3 0.83 2.32 0.09
O1 2.78 1.75 -0.80
Cl1 -3.47 -0.03 -0.79
H1 -0.70 3.35 0.38
H2 -0.49 2.49 1.78
H3 -0.07 -2.67 1.89
H4 1.26 -2.41 0.71
H5 1.14 -1.44 2.12
H6 0.12 -2.80 -1.20
H7 -1.23 -1.75 -1.72
H8 0.42 -1.75 -2.62
H9 1.57 3.01 0.46

Results
**Total charge**: +1
**Frontier orbital gap (spin up / spin down)**: 8.04 / 5.73 eV
**LUMO level (spin up / spin down)**: -5.496 / -7.071 eV
**2S+1**: 1

Mulliken atomic charge list, values in e, 4 entries: atom 1 (C): -0.28, atom 2 (C): 0.65, atom 3 (C): 0.33, atom 4 (C): 0.42


--- Q ---
Formula: C8H9ClN3O
Source: the OMol25 dataset
Level of theory: ωB97M-V with the def2-TZVPD basis set

Cartesian coordinates (Å):
C1 3.04 -0.54 -1.79
C2 2.01 0.25 -2.27
C3 3.05 -1.01 -0.49
C4 0.92 0.56 -1.33
C5 1.91 -0.75 0.42
C6 0.90 0.01 -0.09
C7 -2.85 1.57 1.75
C8 -1.38 -0.18 0.70
N1 -2.31 2.61 1.23
N2 -0.14 0.24 0.89
N3 -2.33 0.31 1.58
O1 -1.60 -1.06 -0.22
Cl1 0.33 1.11 2.26
H1 3.92 -0.74 -2.51
H2 1.91 0.49 -3.29
H3 3.93 -1.41 0.02
H4 0.00 1.01 -1.55
H5 2.00 -1.02 1.45
H6 -3.63 1.48 2.55
H7 -2.69 3.57 1.44
H8 -2.87 -0.42 2.10
H9 -2.52 -1.20 -0.47

Results
**Total charge**: +1
**Frontier orbital gap**: 8.63 eV
**LUMO level**: -4.054 eV
**2S+1**: 1

Mulliken atomic charge list, values in e, 4 entries: atom 1 (C): -0.33, atom 2 (C): -0.64, atom 3 (C): -0.50, atom 4 (C): -0.08


Tell me which of them is the least stable. Sure, it is P.